ORCA calculation (ωB97M-V with the def2-TZVPD basis set) on a structure of composition C32H51N4O5S5Se2Si2TeY in a non-equilibrium geometry.

Cartesian coordinates (Å):
Y -1.483 1.278 0.064
S 0.818 4.310 6.691
C 0.330 3.759 5.214
S -1.329 3.722 4.709
C -1.062 3.180 3.052
C 0.227 2.879 2.732
S 0.778 2.275 1.227
S 1.415 3.159 4.004
S -2.417 3.128 2.011
O -3.130 1.303 -3.404
C -4.422 1.754 -3.158
C -4.570 2.867 -2.085
C -5.851 3.667 -2.444
O -5.863 4.237 -3.731
C -3.412 3.862 -2.122
Se -1.552 3.263 -1.746
C -4.821 2.349 -0.660
Se -4.217 0.514 -0.189
H -2.864 0.670 -2.716
H -5.097 0.931 -2.878
H -4.767 2.166 -4.113
H -5.994 4.455 -1.687
H -6.717 2.999 -2.419
H -4.985 4.611 -3.887
H -3.617 4.673 -1.414
H -3.314 4.281 -3.127
H -5.899 2.305 -0.475
H -4.366 3.013 0.081
O -1.730 -0.385 -1.633
N -1.147 -1.525 -1.633
N -0.166 -1.608 -0.806
O 0.173 -0.617 -0.012
C 0.572 -2.788 -0.777
C 1.651 -2.911 0.094
C 2.394 -4.075 0.097
C 2.066 -5.118 -0.754
C 0.990 -4.990 -1.622
C 0.241 -3.833 -1.640
H 1.897 -2.086 0.744
H 3.245 -4.161 0.758
H 2.652 -6.027 -0.752
H 0.741 -5.791 -2.304
H -0.592 -3.712 -2.312
C 4.293 -0.141 -4.767
Si 3.101 -1.027 -3.553
C 1.449 -1.409 -4.422
C 3.951 -2.694 -3.122
C 2.868 -0.031 -1.968
Te 1.074 1.240 -1.963
C 1.855 2.573 -3.505
Si 3.207 3.757 -2.910
C 3.677 4.864 -4.415
C 4.888 2.983 -2.400
C 2.571 4.810 -1.463
H 4.401 -0.692 -5.697
H 5.281 -0.044 -4.328
H 3.945 0.857 -5.008
H 1.575 -1.923 -5.371
H 0.903 -0.486 -4.601
H 0.823 -2.028 -3.786
H 4.155 -3.283 -4.010
H 3.329 -3.290 -2.463
H 4.895 -2.523 -2.614
H 3.722 0.598 -1.747
H 2.721 -0.693 -1.120
H 0.977 3.166 -3.763
H 2.137 1.995 -4.380
H 4.059 4.262 -5.234
H 4.446 5.583 -4.150
H 2.819 5.414 -4.785
H 5.212 2.212 -3.091
H 4.831 2.543 -1.411
H 5.660 3.749 -2.373
H 1.642 5.306 -1.725
H 3.284 5.566 -1.140
H 2.353 4.167 -0.613
C -2.433 -4.884 5.465
C -1.447 -4.350 4.427
N -0.320 -3.654 4.998
C 0.666 -4.432 5.725
C 0.629 -4.089 7.212
C 0.020 -2.362 4.713
O 1.120 -1.924 4.982
C -1.053 -1.512 4.123
C -2.227 -1.268 4.830
C -3.167 -0.422 4.277
C -2.912 0.147 3.038
N -1.785 -0.073 2.364
C -0.869 -0.860 2.907
H -3.245 -5.397 4.956
H -2.859 -4.075 6.050
H -1.950 -5.585 6.142
H -1.969 -3.670 3.754
H -1.073 -5.190 3.826
H 1.654 -4.182 5.327
H 0.477 -5.496 5.564
H 0.863 -3.035 7.334
H 1.361 -4.677 7.759
H -0.360 -4.275 7.624
H -2.375 -1.730 5.798
H -4.087 -0.197 4.790
H -3.629 0.817 2.581
H 0.052 -0.987 2.349

Summary:
Electronic energy ... -9524.5338 a.u.
Total charge ... -2
Energy relative to the best compared isomer or geometry (same formula, charge and spin) ... 20.8 kcal per mole
Frontier orbital gap ... 4.9 eV
HOMO energy ... -1.2 eV